Here is a cluster of 14 separate species, C56H150N10O18 in total from the OMol25 dataset. Energies are from wB97M-V/def2-TZVPD.

Computed properties:
frontier orbital gap (alpha / beta)	7.53 / 3.06	eV
lowest unoccupied orbital energy (alpha / beta)	-2.641 / -7.118	eV
⟨S²⟩	0.75

ORCA input file:
```
! wB97M-V def2-TZVPD RIJCOSX def2/J DEFGRID3
* xyz 1 2
O -0.5284 -1.1599 4.4818
O 3.6279 -1.8688 6.3142
O 0.3255 4.8543 -6.3874
O 1.9752 -2.7109 0.3384
O -2.0916 4.1820 -1.3838
O 6.7106 5.1563 -5.1627
O 2.0631 -7.7554 3.0064
O -6.6180 -3.9946 -3.8591
O 3.4886 3.5970 1.5831
O -7.4181 0.1421 4.7991
O -4.0000 -0.5514 0.3151
O 2.3703 1.3378 -2.4874
O 8.3187 -3.3031 0.5808
O -0.4257 0.2037 -4.5400
O 2.9608 -3.6055 -6.2699
O -4.6002 -4.9742 0.4345
O 5.7457 6.6576 4.7945
O -10.0310 2.0576 1.3808
N 5.7663 2.9897 -2.9728
N -0.7463 3.2240 -3.8774
N -4.8293 1.8021 4.2649
N 0.7219 2.1544 5.3190
N 6.0812 5.2006 2.2590
N -0.9125 -1.6565 0.3571
N 7.0317 -0.7611 0.3311
N -7.0089 -5.1691 1.9357
N -6.4532 -0.5002 -2.4815
N 1.3184 -5.4711 -4.6970
C -9.1017 3.0904 1.4540
C -5.6733 -5.0828 -3.8861
C -5.4997 1.5996 5.5374
C 4.3637 -2.1816 5.1666
C 0.4191 3.4606 -6.0668
C -3.2879 4.2616 -0.6421
C 4.7298 6.1031 5.6925
C -6.1125 -2.8034 -3.1668
C -2.7661 0.0576 0.6225
C 5.2145 -1.6634 -0.8330
C 6.8567 5.1239 -3.7183
C 0.3100 -6.1875 2.1518
C 7.6736 6.0556 -5.8345
C -5.2497 2.9095 6.3854
C -0.7483 5.5881 -5.8308
C -5.0838 0.3548 0.1937
C 2.9516 -3.4860 1.0797
C -5.5601 -3.9100 0.5310
C -0.3948 2.8832 -2.4466
C -6.3265 -3.8656 1.8515
C -3.5051 -4.6952 -0.4927
C 5.9592 4.1080 1.3917
C 0.5278 3.1909 -4.5744
C 0.4510 -0.2687 4.8331
C -0.3927 -2.4908 4.8941
C 5.3399 7.2058 3.5688
C -8.2102 3.2617 0.2479
C 1.0673 -3.9716 -2.8718
C -0.6174 1.5383 3.3634
C 3.7081 -3.2891 4.3230
C -7.3500 -0.0583 3.4147
C -7.6946 -1.2454 -4.4540
C 1.2994 -4.0254 -4.4327
C 6.3096 -1.9608 0.1911
C -2.6157 -0.7168 -4.0749
C -5.2619 -3.6501 3.0612
C 4.7038 2.2650 -2.3237
C -7.0784 -1.6454 -3.0975
C 2.5379 2.5451 1.7114
C -7.0486 1.3788 5.4273
C 3.9317 -2.8769 -6.8672
C -1.8656 -0.9809 1.2391
C 9.2926 -4.3759 0.5213
C 0.3936 -0.9324 0.1602
C 1.5071 -1.5192 0.9634
C 5.5641 4.4380 -3.1075
C 3.3085 2.1843 -3.0862
C 1.0579 -6.8541 3.2706
C -1.0326 -0.8508 -3.9101
C -0.1913 1.1712 4.7880
C 4.8179 3.0558 1.6721
C 2.5391 -3.2306 -4.9076
C -1.6658 2.8572 -1.6246
C 2.7556 -0.0520 -2.4760
C 5.0072 6.2158 2.4174
C 7.2455 -3.1522 -0.3263
H -1.7277 5.2042 -6.1161
H 2.9681 -2.8806 3.6348
H -8.3914 3.0420 2.2794
H -5.0791 -2.9352 0.4502
H 4.4483 -3.6798 3.6248
H -0.6020 2.6268 3.3093
H -3.0460 -0.7314 -5.0762
H -4.7190 -4.7708 -4.3102
H 7.8417 4.7981 -3.3840
H -7.6160 4.1739 0.3033
H -1.1649 -3.1811 4.5546
H 7.3635 7.0450 -5.4982
H 1.1792 3.9865 -4.2127
H 5.1092 5.8623 6.6855
H -0.3844 -6.7866 1.5628
H -0.5226 3.0423 -6.4223
H 4.6216 2.4385 -1.2507
H -7.5215 2.4185 0.1948
H 2.0935 -2.2393 -4.8239
H 4.7256 -2.6519 -6.1550
H 7.5716 5.9972 -6.9181
H -5.7880 -3.1181 -2.1750
H 6.9537 5.3624 2.7414
H 2.2216 -0.5645 -3.2762
H -5.2346 0.9630 3.8753
H -6.0548 -0.1389 0.2310
H 4.1548 -2.0160 7.1031
H -5.2133 -2.5047 -3.7055
H 4.4170 -1.3725 4.4382
H -8.3854 -0.4049 -4.3862
H -2.9651 -5.5700 -0.8552
H 2.4378 -3.9044 1.9452
H 2.2632 -0.7426 1.0787
H 0.9254 -5.6141 1.4586
H -0.9143 1.2701 5.5977
H -0.7823 5.6065 -4.7415
H 6.0664 2.5113 -3.8102
H -1.6420 1.2341 3.1496
H -5.6128 -3.9653 4.0438
H -7.4115 2.2455 4.8749
H 5.3733 -2.4653 5.4640
H 1.3120 -0.1951 4.1687
H 0.1968 0.0749 0.5273
H -8.8248 3.4119 -0.6397
H 0.5046 -0.9634 -0.9237
H 6.2667 7.7548 3.4026
H -3.0349 3.8653 0.3413
H -2.3709 0.5334 -0.2750
H 2.0162 -5.9007 -4.1065
H 9.7331 -4.6374 -0.4408
H 1.7407 -5.5329 -5.6124
H -2.8128 0.8181 1.4020
H 0.3797 -4.7582 -2.5610
H -3.5442 5.3139 -0.5193
H -7.4360 1.5663 6.4287
H 4.3406 5.1499 5.3349
H 8.7833 -5.2822 0.8487
H -4.8898 0.9850 -0.6742
H 4.1206 5.6778 2.7532
H -0.7382 -2.5261 5.9273
H 5.3674 4.7890 -2.0945
H -3.1125 0.1887 -3.7266
H -10.5761 1.8449 2.1418
H 2.9056 3.1917 -2.9814
H 3.3756 -3.3262 -4.2154
H -8.1725 -2.0518 -5.0102
H -1.5229 -0.6650 2.2244
H -0.6100 6.6178 -6.1605
H 3.5047 -1.9623 -7.2787
H 6.7257 6.1783 -3.4751
H 0.9656 1.9534 6.2783
H 1.5864 2.3090 4.8201
H -1.3634 2.3490 -0.7090
H 3.3748 1.9867 -4.1561
H -6.1897 -5.7596 1.9172
H 0.7575 -2.9756 -2.5553
H 3.2112 -4.3784 0.5102
H 2.5561 1.8280 0.8908
H -0.2768 -5.3548 2.5394
H 5.6244 -1.4965 -1.8291
H 6.7052 -4.0957 -0.2484
H -5.7414 0.0012 -2.9935
H -3.9569 -4.3175 -1.4098
H -6.2638 -3.9156 -0.3014
H 8.6425 5.7729 -5.4229
H -4.2912 -4.1320 2.9443
H -7.9464 -1.9391 -2.5073
H 7.7029 -0.8550 1.0799
H 2.6998 1.9826 2.6309
H 4.8699 6.7885 1.5002
H -5.9899 -0.6882 -1.6039
H 0.4485 -3.6220 -4.9816
H 1.5669 3.0400 1.6937
H 1.1271 2.3267 -4.2876
H 1.6039 -6.1036 3.8422
H -5.1406 -2.5687 3.1239
H 1.2755 3.0940 -6.6328
H -7.9193 -0.9340 3.1032
H 5.9648 4.4067 0.3434
H 6.9449 3.6460 1.4459
H -2.7818 -3.9621 -0.1357
H -0.7770 0.9477 -4.0454
H 4.6938 4.6505 -3.7283
H -5.1057 1.0712 1.0150
H 4.4649 -2.4408 -0.9812
H 5.0411 2.6144 2.6434
H -5.4583 2.5000 3.8942
H 3.8570 6.7555 5.6661
H 2.2422 -8.2116 3.8319
H 5.0281 1.2244 -2.3137
H 0.9556 -0.5006 5.7711
H -5.8680 -5.9318 -4.5414
H -5.7453 2.8186 7.3520
H 3.2306 -4.0487 4.9419
H -4.1450 3.7485 -1.0783
H 3.7902 -0.2310 -2.7687
H -6.9096 -0.8903 -5.1217
H 5.9435 -2.3120 1.1558
H -2.5325 -1.7964 1.5191
H 5.0919 2.1984 1.0574
H 4.6825 8.0667 3.6904
H -7.3845 -5.4239 1.0334
H 0.0560 1.2231 2.5663
H -0.7356 -2.6182 0.6099
H -5.6333 3.7468 5.8024
H 10.0227 -4.3716 1.3306
H 2.5743 -0.5334 -1.5150
H -9.6491 4.0189 1.6166
H 7.7014 -2.9259 -1.2902
H -0.7965 -0.7832 -2.8481
H -2.4504 2.1930 -1.9871
H 4.3709 -3.4632 -7.6743
H -1.1319 4.1180 -4.1459
H 0.0454 1.8912 -2.3454
H 0.2892 3.5323 -1.8998
H -0.7785 -1.8327 -4.3094
H 1.8866 -4.3044 -2.2345
H -4.1723 3.0734 6.4061
H -6.3175 -0.0713 3.0656
H -6.9689 -2.9853 1.8304
H 0.4776 -7.4743 3.9538
H 4.6743 -0.7635 -0.5389
H 3.8944 -3.0213 1.3683
H 1.1092 -1.7873 1.9421
H -5.0460 0.7733 6.0846
H 0.5631 -2.8851 4.5492
H -5.3224 -5.2869 -2.8745
H -7.8737 0.7510 2.9060
H 7.6479 -0.6938 -0.4663
H -3.2356 -1.4245 -3.5245
*
```

=====

Here is a cluster of 5 separate species, C26H51BO15 in total from the OMol25 dataset. Energies are from wB97M-V/def2-TZVPD.

Computed properties:
frontier orbital gap	9.04	eV
lowest unoccupied orbital energy	-0.250	eV

ORCA input file:
```
! wB97M-V def2-TZVPD RIJCOSX def2/J DEFGRID3
* xyz 0 1
O 0.5687 4.9903 -4.4790
O 2.6384 1.9521 6.9044
O -7.2682 -1.6012 1.6056
O -1.1318 4.0124 -5.6738
O 2.7833 0.5722 8.6077
O 0.8695 2.9598 -5.2621
O 3.6263 -0.0953 6.5763
O 0.1212 -0.6212 -1.0379
O -4.4055 -1.7736 -3.0385
O 4.5635 -2.6545 -1.5476
O -5.1418 -1.0001 2.2322
O -2.6738 -1.5710 -4.5361
O -4.8002 -2.1721 -5.1627
O -6.8735 -1.2027 3.7298
O 1.9092 -3.8559 -0.2762
C 0.8525 -1.8553 -1.3674
C -3.8392 -1.8221 -4.2692
C -0.0143 3.9845 -5.1811
C -6.0023 -0.8076 4.7972
C 2.9567 2.2749 5.5536
C 0.6212 0.5162 -1.8433
C 4.7938 -1.2802 -2.0220
C -3.5342 -1.3785 -1.9711
C -0.2247 6.1709 -4.3971
C 3.2524 -3.9111 0.3201
C 3.2042 -0.6662 9.1940
C 2.4594 1.2864 1.5131
C 4.2505 -2.6771 -0.0962
C -6.3072 -1.2512 2.4991
C -4.3560 -2.1714 -6.5165
C -5.8058 0.6981 4.8054
C 0.5514 2.0709 -7.5024
C 3.0646 0.7217 7.2901
C 1.1859 -2.6251 0.0760
C 6.0507 -0.5058 -1.3082
C 4.6929 -0.6444 9.4930
C 1.6177 2.1617 0.3746
C -3.3378 0.1273 -1.9629
C 3.1614 0.5015 2.4669
C -6.8240 -1.6006 0.2519
C 0.4283 1.8193 -6.0099
B 1.7802 1.4123 -1.0802
H 4.9512 0.2300 10.0995
H -4.1758 -1.1441 -6.8477
H -0.1199 2.8730 -7.8260
H -0.2968 1.2126 -2.0799
H 2.9313 -1.5135 8.5545
H 3.8087 -0.6692 -1.8577
H -3.4557 -2.7816 -6.6420
H 2.4518 3.2114 5.3004
H 1.0792 0.9849 -5.7283
H -5.2206 1.0077 5.6751
H -6.4855 -1.1150 5.7306
H 0.3064 1.1687 -8.0688
H 6.0639 -0.5514 -0.1374
H 4.9627 -1.3378 -3.2014
H 1.0515 0.1829 -2.9021
H -4.0175 -1.6859 -1.0377
H -1.2286 5.9524 -4.0189
H 0.5150 2.2786 0.7491
H 5.2813 -0.5763 8.5722
H 0.2620 6.8592 -3.7003
H 2.8464 1.4976 -1.6169
H -2.7525 0.4368 -1.0933
H 0.1293 -2.8955 0.5333
H 1.8455 -1.6227 -1.9649
H 2.1880 3.2061 0.3089
H 5.9441 0.6466 -1.5980
H -2.5785 -1.9119 -2.0298
H -5.0466 -1.3410 4.7386
H -5.9237 -2.2107 0.1263
H -0.2777 6.6515 -5.3788
H -5.1499 -2.6004 -7.1344
H 0.2352 -2.6066 -2.0532
H -2.8173 0.4642 -2.8653
H 2.6074 1.4993 4.8644
H -5.2854 1.0351 3.9030
H 3.8730 -1.6113 0.2873
H 5.2964 -2.8693 0.4463
H 3.5603 -0.4169 3.1031
H -7.6179 -2.0295 -0.3661
H 4.0359 2.4246 5.4521
H 1.7325 -1.9242 0.8366
H -6.7724 1.2126 4.8244
H 7.1091 -0.8356 -1.7463
H 3.7607 -4.9050 -0.1034
H 3.2611 -4.0358 1.4949
H -6.6439 -0.5733 -0.0793
H 4.9940 -1.5495 10.0267
H -4.3043 0.6417 -1.9440
H -0.5935 1.5397 -5.7286
H 1.5684 2.3869 -7.7572
H 2.6482 -0.7782 10.1308
*
```

=====

Number 1: calculated total energy -4124.5582 Eh. Number 2: calculated total energy -2174.4107 Eh.